No. 1
The following is a quantum chemistry calculation of a structure of composition C28H50N3O3ReSSi2Te, from the OMol25 dataset.

Structure (XYZ):
```
89
Properties=species:S:1:pos:R:3:lowdin_spin:R:1
Re -0.7393 -0.0194 0.8286 1.70
C 1.4999 -1.7851 -0.2752 0.01
C 2.1458 -1.2266 0.9908 0.00
N 1.4030 -0.0496 1.5378 0.03
C 1.4146 -0.0342 3.0290 0.01
C 0.6280 -1.1980 3.6204 0.01
S -0.9188 -1.5675 2.6968 0.01
C -0.4852 -3.1302 1.8256 0.00
C -0.6401 -2.9811 0.3235 0.00
N 0.0207 -1.7579 -0.2257 0.00
H 1.8659 -2.7986 -0.4530 0.00
H 1.7950 -1.1706 -1.1234 0.01
H 3.1738 -0.9509 0.7537 0.00
H 2.1918 -1.9968 1.7565 0.00
H 1.9042 0.7845 1.2429 0.01
H 0.9657 0.9096 3.3378 0.00
H 2.4369 -0.0645 3.4155 0.00
H 0.3299 -0.9485 4.6379 0.00
H 1.2035 -2.1190 3.6842 0.00
H -1.1825 -3.8885 2.1785 0.00
H 0.5154 -3.4361 2.1249 0.00
H -1.6989 -2.8920 0.0814 0.00
H -0.2632 -3.8764 -0.1772 0.00
H -0.2880 -1.7338 -1.1990 0.00
O -2.8590 -1.3744 -2.1034 0.02
C -2.4554 -0.5437 -1.3382 0.01
O -2.4831 -0.5807 -0.0267 0.08
C -1.7727 0.7296 -1.8173 0.02
C -2.1623 1.3526 -3.0027 0.00
C -1.7149 2.6235 -3.2493 0.01
C -0.8466 3.2448 -2.3261 0.00
C -0.4378 4.5930 -2.4600 0.00
C 0.3708 5.1743 -1.5244 0.00
C 0.8512 4.4182 -0.4370 0.01
C 0.4916 3.1054 -0.2900 0.01
C -0.3963 2.4978 -1.2028 0.02
N -0.8884 1.2346 -0.9601 0.00
H -2.8469 0.8330 -3.6595 0.00
H -2.0446 3.1652 -4.1279 0.00
H -0.8036 5.1680 -3.3017 0.00
H 0.6374 6.2193 -1.6064 0.00
H 1.5017 4.8897 0.2882 0.00
H 0.8354 2.5306 0.5614 0.00
C -3.2239 2.0859 3.6667 0.00
C -3.5645 2.9990 2.4831 0.00
C -2.7871 2.3752 1.3308 0.00
O -1.6754 1.6342 1.9384 0.04
C -1.7735 1.7441 3.3885 0.00
H -3.8442 1.1886 3.6611 0.00
H -3.3460 2.5773 4.6289 0.00
H -3.2211 4.0143 2.6791 0.00
H -4.6286 3.0274 2.2640 0.00
H -2.3744 3.1209 0.6515 0.00
H -3.3913 1.6602 0.7723 0.00
H -1.1137 2.5533 3.7103 0.00
H -1.4580 0.8049 3.8393 0.00
C 0.6689 -0.5400 -7.1577 0.01
Si 1.5147 -0.6418 -5.4944 0.03
C 0.5181 -1.5330 -4.1405 0.01
C 3.2828 -1.2713 -5.5299 0.01
C 1.5526 1.2069 -4.8346 0.09
Te 2.4725 1.2793 -2.9511 0.63
C 4.3870 1.8228 -3.6068 0.08
Si 4.7693 3.6759 -3.0638 0.03
C 6.4998 3.9477 -3.7095 0.01
C 3.4185 4.6982 -3.8783 0.01
C 4.6219 3.6530 -1.1797 0.01
H 0.6915 -1.5191 -7.6412 0.00
H 1.1719 0.1642 -7.8217 0.00
H -0.3758 -0.2394 -7.0678 0.00
H -0.3061 -2.1035 -4.5717 0.00
H 0.0780 -0.8218 -3.4331 0.00
H 1.1483 -2.2398 -3.5934 0.00
H 3.3028 -2.3185 -5.8383 0.00
H 3.7726 -1.2094 -4.5544 0.01
H 3.8921 -0.7220 -6.2504 0.00
H 0.5265 1.5615 -4.7348 0.00
H 2.1055 1.8567 -5.5137 0.00
H 4.4130 1.7411 -4.6928 0.00
H 5.1428 1.1701 -3.1691 0.01
H 6.5534 3.7528 -4.7816 0.00
H 7.2194 3.2968 -3.2111 0.00
H 6.8148 4.9800 -3.5449 0.00
H 3.4864 4.6211 -4.9658 0.00
H 3.5219 5.7565 -3.6317 0.00
H 2.4153 4.3853 -3.5756 0.01
H 5.4878 3.1618 -0.7315 0.00
H 3.7183 3.1345 -0.8443 0.00
H 4.5900 4.6669 -0.7769 0.00
```

Output
DFT total energy: -76452.315 eV
gap between HOMO and LUMO (alpha / beta): 0.304 / 0.211 Eh
relative energy (zero: lowest compared OMol25 entry of this formula, charge and spin): 33.2 kJ/mol
spin multiplicity: 4
LUMO (alpha / beta): -8.5 / -10.5 eV
net charge: +3

No. 2
The following is a quantum chemistry calculation of a cluster of 2 separate species, C28H51BClF5N4O8P2 in total in a non-equilibrium geometry, from the OMol25 dataset.

Structure (XYZ):
```
100
Properties=species:S:1:pos:R:3:lowdin_charge:R:1
C 5.6250 0.0828 1.1082 -0.07
C 5.2211 -1.3533 0.5347 -0.26
O 4.7877 -2.2692 1.5436 -0.19
C 3.4826 -1.9252 2.0566 -0.21
C 2.4497 -3.1260 1.9234 -0.12
C 1.0946 -2.6687 1.1695 -0.19
C -0.0212 -2.5727 2.2360 -0.19
C -1.3413 -1.7474 2.1964 -0.12
C -1.5343 -0.3667 1.4080 -0.16
B -0.0930 0.4167 1.5671 -0.52
N 0.4520 1.5623 0.7803 0.13
O 0.8510 0.1684 2.6103 0.11
C -1.8792 -0.7113 -0.1357 -0.29
C -0.7210 -0.3554 -1.1827 -0.18
C 0.2936 -1.2862 -1.6556 -0.06
C 1.3240 -0.9562 -2.6523 -0.03
C 1.3753 0.3507 -3.2800 -0.01
C 0.3420 1.3073 -2.8529 -0.05
C -0.6599 0.9666 -1.8629 -0.05
P -2.4075 -2.4179 -0.6631 0.62
O -2.5361 -2.4303 -2.1556 -0.26
O -1.4412 -3.7124 -0.3039 -0.17
O -3.9061 -2.9659 -0.1230 -0.15
N -2.9261 0.1712 -0.7166 -0.02
C -4.2165 0.2018 -0.0175 -0.22
C -5.0697 1.4114 -0.5251 -0.27
C -4.2854 2.4252 -1.4719 -0.05
F -6.1131 0.9238 -1.3860 -0.05
C -4.0042 -0.0308 1.5320 -0.14
C -5.3180 -0.0103 2.3953 -0.27
C -6.0874 1.2298 2.8749 -0.06
F -6.2669 -0.7537 1.6053 -0.03
N -2.6530 0.4964 2.0521 -0.21
C -2.7801 0.5647 3.5297 -0.21
C -1.6541 0.9185 4.5555 -0.62
C -1.2652 -0.2478 5.5775 -0.12
Cl -2.2266 2.2499 5.7265 0.60
P -2.4949 2.2700 1.5203 1.04
N -3.9519 3.1363 1.8335 -0.11
O -1.4422 3.1317 2.5310 -0.26
H 4.9368 0.8258 0.6125 0.07
H 5.3628 0.0817 2.1947 0.07
H 6.6798 0.3645 0.8876 0.07
H 4.5210 -1.2790 -0.3460 0.12
H 6.1719 -1.7902 0.1140 0.12
H 3.1541 -0.9987 1.5184 0.10
H 3.6425 -1.6200 3.1351 0.13
H 2.9760 -3.9196 1.3268 0.12
H 2.2393 -3.5741 2.9286 0.11
H 1.4219 -1.7487 0.6306 0.09
H 0.9887 -3.4669 0.3838 0.10
H -0.3148 -3.6456 2.4573 0.14
H 0.5427 -2.3048 3.1846 0.10
H -2.1966 -2.4694 1.9899 0.11
H -1.5537 -1.6256 3.3068 0.10
H 1.2911 1.1764 0.3153 0.11
H 0.8179 2.2916 1.3984 0.07
H 0.4432 -0.2435 3.3903 0.06
H 0.3470 -2.3284 -1.2854 0.07
H 2.0894 -1.7200 -2.9411 0.12
H 2.1169 0.6860 -4.0619 0.10
H 0.3379 2.3070 -3.3575 0.11
H -1.3910 1.7831 -1.6388 0.09
H -1.3156 -4.2977 -1.0730 0.11
H -3.7952 -3.6215 0.5913 0.08
H -3.0935 -0.0343 -1.7018 0.13
H -4.8120 -0.6989 -0.3679 0.15
H -5.5998 2.0360 0.2206 0.11
H -3.4296 2.9285 -0.9643 0.03
H -3.9519 1.8718 -2.3934 0.10
H -5.0084 3.2275 -1.7753 0.09
H -3.8374 -1.1585 1.5756 0.14
H -5.2049 -0.6880 3.2937 0.15
H -5.6473 1.6920 3.8087 0.09
H -7.1086 0.8807 3.2116 0.11
H -6.2779 2.0700 2.1753 0.06
H -3.5148 1.3958 3.7493 0.08
H -3.1624 -0.4206 3.9307 0.13
H -0.7008 1.3569 4.1902 0.08
H -0.8637 0.1475 6.5379 0.08
H -2.2045 -0.8245 5.7987 0.09
H -0.5320 -0.9629 5.1008 0.07
H -4.0106 3.8543 1.1061 0.06
H -3.9512 3.6180 2.7445 0.07
H -0.8372 3.6189 1.9348 0.07
C 6.7963 1.3139 -7.5128 -0.09
C 6.1557 -0.0058 -7.1086 -0.29
O 6.0331 -0.1809 -5.7111 -0.12
C 4.9100 0.4371 -5.0208 -0.53
O 3.7664 0.1381 -5.5906 -0.19
C 5.0936 1.9761 -4.7917 -0.54
F 6.3857 2.2833 -4.4900 0.09
F 4.3648 2.4034 -3.7262 0.09
F 4.7517 2.7610 -5.8304 0.11
H 7.6145 1.5782 -6.8406 0.07
H 7.1815 1.2500 -8.5351 0.07
H 6.0734 2.1273 -7.4986 0.05
H 6.8262 -0.8072 -7.4366 0.10
H 5.2100 -0.1694 -7.6340 0.11
H 5.0692 0.0437 -3.9935 0.13
```

Output
DFT total energy: -97562.659 eV
gap between HOMO and LUMO: 0.164 Eh
LUMO: -1.2 eV
net charge: 0